14
Properties=species:S:1:pos:R:3 method="wB97M-V/def2-TZVPD" e_homo_ev="-8.9 / -13.8" gap_ev="5.3 / 7.3" charge=+1 multiplicity=3
C 2.023 0.758 -0.102
C -2.101 -3.007 -0.027
C 1.392 3.148 -0.026
N -0.411 0.058 0.128
N -1.147 -0.823 0.160
N -1.946 -1.643 0.040
N 1.809 1.855 0.042
Cl 2.725 -0.636 -0.105
H -1.614 -3.414 0.976
H -3.098 -3.494 -0.121
H -1.616 -3.330 -0.958
H 1.119 3.352 -1.037
H 0.593 3.374 0.784
H 2.273 3.802 0.247

=====

12
Properties=species:S:1:pos:R:3 method="wB97M-V/def2-TZVPD" e_homo_ev="-7.5 / -9.1" gap_ev="7.7 / 9.0"
C 0.685 -0.947 -0.757
C 0.576 0.154 0.006
C -0.027 0.086 1.219
N -1.997 0.970 -1.110
O -2.020 -0.279 -0.977
Cl 0.036 1.504 2.235
H 1.114 -0.910 -1.806
H 0.355 -1.847 -0.249
H 0.851 1.166 -0.365
H -0.444 -0.783 1.751
H -2.237 1.405 -2.135
H -2.431 1.612 -0.357

=====

12
Properties=species:S:1:pos:R:3 method="wB97M-V/def2-TZVPD" e_homo_ev=-9.0 gap_ev=9.6
C 2.293 -1.236 2.742
C -1.654 0.880 -1.965
C -0.080 -0.010 -0.126
N -0.437 0.818 -1.092
O 2.437 -2.155 3.450
Cl -1.310 -1.149 0.094
H 3.142 -0.818 2.235
H -1.423 0.288 -2.886
H -2.454 0.652 -1.287
H -1.824 1.809 -2.464
H 1.218 -0.740 2.570
H 0.093 1.660 -1.271

=====

12
Properties=species:S:1:pos:R:3 method="wB97M-V/def2-TZVPD" e_homo_ev="-6.1 / -8.8" gap_ev="7.0 / 5.7" multiplicity=3
C -0.977 -2.346 -0.592
C 0.144 1.922 0.189
C -0.629 -2.644 0.642
N 0.932 0.962 0.086
O -0.426 -1.316 -1.266
Cl -1.238 -3.979 1.523
H -1.851 -2.850 -0.896
H -0.842 1.678 0.399
H 0.365 -0.941 -0.836
H 0.214 3.062 -0.035
H 0.320 -2.181 1.086
H 1.810 1.108 -0.318

=====

14
Properties=species:S:1:pos:R:3 method="wB97M-V/def2-TZVPD" e_homo_ev=-10.9 gap_ev=11.1 smiles="C[C@@H](O)[C@H](Cl)[N+](=O)[O-]"
C 1.832 -0.010 0.246
C 0.428 0.282 -0.338
O 0.283 -0.207 -1.678
C -0.817 -0.286 0.469
Cl -1.279 -2.057 0.152
N -2.044 0.506 0.260
O -1.982 1.661 0.466
O -3.043 -0.074 -0.045
H 2.203 -1.062 0.249
H 1.791 0.521 1.245
H 2.456 0.632 -0.273
H 0.351 1.359 -0.472
H 0.390 -1.136 -1.885
H -0.570 -0.130 1.604

=====

13
Properties=species:S:1:pos:R:3 method="wB97M-V/def2-TZVPD" e_homo_ev="-8.8 / -9.4" gap_ev="8.4 / 7.3"
C -1.632 1.012 -2.658
C 0.019 1.310 2.574
C 1.035 -1.222 0.078
N -1.969 1.341 -3.685
Si 0.534 -0.622 -1.614
S -1.258 0.604 -1.053
Cl 0.114 -2.326 -2.756
H 0.638 1.315 1.691
H -1.073 1.331 2.343
H 0.388 1.307 3.578
H 0.351 -2.111 0.359
H 2.038 -1.604 0.313
H 0.816 -0.334 0.829

=====

12
Properties=species:S:1:pos:R:3 method="wB97M-V/def2-TZVPD" e_homo_ev=-9.6 gap_ev=8.2
C 2.770 0.859 -0.371
C -0.824 0.039 -1.559
C -0.804 -0.067 1.762
N 3.736 1.485 -0.391
Si -0.006 -0.497 0.005
Cl 0.813 -2.337 0.066
H -1.344 1.050 -1.473
H 0.007 -0.003 -2.378
H -1.560 -0.669 -1.947
H -0.026 -0.359 2.507
H -0.968 0.982 1.972
H -1.794 -0.480 1.806

=====

13
Properties=species:S:1:pos:R:3 method="wB97M-V/def2-TZVPD" e_homo_ev=-10.0 gap_ev=9.2 smiles="O=P(=S)Cl.C=CC"
O -1.229 0.085 -1.591
P -1.924 0.113 -0.329
S -2.622 1.573 0.686
Cl -2.658 -1.598 0.325
C 1.017 -1.345 0.114
C 0.598 -0.149 0.535
C 1.047 1.156 -0.150
H 1.594 -1.480 -0.748
H 0.741 -2.298 0.760
H -0.102 -0.143 1.338
H 0.160 1.872 -0.307
H 1.429 0.659 -1.151
H 1.947 1.555 0.516

=====

13
Properties=species:S:1:pos:R:3 method="wB97M-V/def2-TZVPD" e_homo_ev="-9.1 / -9.2" gap_ev="6.8 / 6.8"
C -1.113 -0.156 -0.176
C 0.127 -0.284 0.221
C -2.085 -1.272 -0.059
O 2.128 1.238 1.431
P 1.487 0.864 -0.070
S 4.178 1.111 -1.880
Cl 0.393 2.446 -0.419
H -1.543 0.829 -0.570
H 0.395 -1.292 0.498
H -2.112 -1.632 0.968
H -1.733 -1.993 -0.697
H -3.158 -1.096 -0.419
H 3.035 1.236 1.172

=====

11
Properties=species:S:1:pos:R:3 method="wB97M-V/def2-TZVPD" e_homo_ev="-8.5 / -8.6" gap_ev="8.3 / 8.2"
C -0.807 -1.582 -0.779
C 0.205 -0.881 -1.092
C 1.091 0.724 0.874
P -0.010 1.648 -0.056
Cl 0.706 0.148 2.439
H -1.199 -2.312 -1.384
H -1.372 -1.540 0.204
H 0.669 -0.693 -1.961
H 2.109 0.826 0.727
H -0.312 2.715 0.873
H -1.081 0.947 0.155

=====

Summary of relative energy (zero: lowest compared OMol25 entry of this formula, charge and spin) in kJ/mol
457.2; 524.9; 362.3; 177.7; 324.3; 195.9; 300.8; 124.7; 352.7; 485.7
(order as listed above)